[1]
# C4H8N2

The ion C4H8N2 with charge +2 in a non-equilibrium geometry (wB97M-V/def2-TZVPD, the Open Molecules 2025 dataset).

```
14
Properties=species:S:1:pos:R:3:forces:R:3
C 2.003103 -1.003517 -0.395966 -0.9 -4.4 -0.6
C -0.215405 1.063048 -0.218252 -2.1 2.7 -2.0
C 2.104415 0.192290 0.157024 1.5 5.7 2.9
C -2.288921 -0.411139 0.090620 -3.0 0.0 -0.2
N 1.112190 1.168066 0.147575 2.9 -0.3 1.0
N -1.191226 0.298855 -0.123636 3.1 0.8 0.6
H 1.072557 -1.296874 -0.878428 0.2 0.2 -0.4
H -0.490308 2.020663 -0.809364 0.1 -1.0 0.8
H 3.048265 0.660880 0.708603 -1.7 -1.5 -1.5
H 2.664807 -1.879884 -0.219215 0.0 1.1 -0.2
H -2.260976 -1.125483 0.852681 1.0 -1.7 1.8
H -2.748791 -0.885805 -0.732365 0.2 -0.6 -1.6
H -3.164039 0.094790 0.534583 0.3 1.2 0.1
H 1.518299 2.174605 0.373443 -1.6 -2.3 -0.6
```
Forces are in eV/Å.

Computed properties:
charge: +2
HOMO level (alpha / beta): -20.4883 / -20.6228 eV
gap between HOMO and LUMO (alpha / beta): 0.2998 / 0.2767 Ha

---

[2]
# C4H8N2O

An isolated molecule of C4H8N2O (wB97M-V/def2-TZVPD, the Open Molecules 2025 dataset).

```
15
Properties=species:S:1:pos:R:3:forces:R:3
N -1.877624 -0.137025 -0.374753 -0.1 -0.1 0.1
C -0.758690 -0.345525 0.548428 0.1 -0.1 0.1
C 0.415964 -0.971863 -0.210103 0.0 0.0 0.0
C 1.219414 0.132623 -0.872688 -0.1 -0.1 -0.2
O 1.781149 0.961571 0.136936 -0.1 0.0 0.0
C -0.458439 1.009276 1.185426 0.5 0.0 -0.2
N 0.712266 1.475184 0.947355 -0.3 0.1 0.2
H -2.176991 -1.034108 -0.748059 0.0 0.1 0.1
H -2.666825 0.256730 0.130678 0.1 0.1 -0.1
H -1.024779 -1.002907 1.395445 0.1 0.1 -0.1
H 0.061040 -1.694034 -0.954611 0.0 0.1 0.1
H 1.070917 -1.502715 0.490091 -0.1 0.0 -0.1
H 0.576890 0.740314 -1.524711 0.1 -0.1 0.1
H 2.068594 -0.247622 -1.445782 -0.1 0.1 0.1
H 1.057121 2.360105 1.296347 -0.1 -0.1 0.0
```
Forces are in eV/Å.

Computed properties:
HOMO level: -8.3957 eV
gap between HOMO and LUMO: 0.3465 Ha

---

[3]
# C4H8N2O

A cluster of 2 separate species, C4H8N2O in total in a non-equilibrium geometry (wB97M-V/def2-TZVPD, the Open Molecules 2025 dataset).

```
15
Properties=species:S:1:pos:R:3:forces:R:3
C 1.132090 -0.295060 1.815438 -0.1 0.3 0.2
C 1.678596 0.623815 -0.530857 -0.8 1.4 1.5
C -2.204868 0.478776 -0.537749 -1.1 -0.9 0.7
C 1.670473 -0.503537 0.527092 -0.8 2.2 -0.2
N 0.697371 -0.135668 2.882279 0.3 -0.1 -0.6
N -0.917657 -1.364200 0.071382 -0.4 0.3 1.9
O -1.251428 -0.561600 -0.939181 -0.9 0.7 -0.8
H 2.648252 1.166737 -0.663887 -0.4 -0.7 0.5
H 0.924835 1.466164 -0.227929 1.3 -1.7 -0.5
H 1.430315 0.297149 -1.528680 -0.3 -0.4 -0.2
H -3.119033 0.570344 -1.123940 0.5 -0.8 -1.0
H -1.881298 1.469656 -0.417437 1.8 1.2 -0.6
H -2.642334 0.359030 0.432839 0.3 -1.2 0.9
H 2.299906 -1.341167 0.483382 0.7 -1.0 -0.5
H -0.465218 -2.230441 -0.242751 0.0 0.6 -1.2
```
Forces are in eV/Å.

Computed properties:
HOMO level (alpha / beta): -8.8685 / -8.9709 eV
gap between HOMO and LUMO (alpha / beta): 0.3404 / 0.3019 Ha

---

[4]
# C4H8N2O

An isolated molecule of C4H8N2O (wB97M-V/def2-TZVPD, the Open Molecules 2025 dataset).

```
15
Properties=species:S:1:pos:R:3:forces:R:3
C -0.976221 -1.550440 0.443200 0.0 -0.1 0.0
C -0.310263 -0.477032 -0.342098 -0.3 0.0 0.2
C -0.879161 0.737217 -1.076615 -0.3 0.0 -0.2
N 0.305873 1.568149 -0.637341 0.1 0.1 0.1
C 0.840799 0.343913 -0.006402 0.1 0.0 0.3
N 1.754687 0.317194 1.063304 0.1 0.2 -0.1
O 0.986596 -0.656184 -0.975381 0.0 -0.1 0.0
H -1.686892 -1.075861 1.130652 0.1 -0.1 -0.1
H -1.520965 -2.272748 -0.170566 0.1 0.1 0.0
H -0.225829 -2.070571 1.045076 -0.1 0.0 -0.1
H -0.904265 0.624707 -2.162511 -0.1 0.0 0.1
H -1.842150 1.102514 -0.708152 0.2 0.0 0.0
H -0.031021 2.145779 0.135068 0.1 0.1 -0.2
H 1.813035 1.216071 1.526189 0.0 -0.1 0.0
H 2.675775 0.047298 0.735576 -0.1 0.1 0.0
```
Forces are in eV/Å.

Computed properties:
SMILES: C[C@@]12CN[C@]1(N)O2
HOMO level: -8.7039 eV
gap between HOMO and LUMO: 0.3530 Ha

---

[5]
# C4H8N2O

An isolated molecule of C4H8N2O in a non-equilibrium geometry (wB97M-V/def2-TZVPD, the Open Molecules 2025 dataset).

```
15
Properties=species:S:1:pos:R:3:forces:R:3
C 0.571799 1.700321 -0.947781 0.1 0.1 -0.1
N 0.049274 0.875369 0.145447 -0.2 0.0 0.0
C 0.112004 -0.559926 -0.086125 0.1 0.0 0.0
C -0.625988 -0.992493 -1.298386 -0.5 -0.3 -0.8
N -1.215318 -1.288300 -2.249121 0.5 0.3 0.9
C -0.398269 -1.301785 1.158318 -0.2 -0.2 -0.3
O 0.402220 -1.016119 2.271355 0.0 0.3 0.1
H -0.181469 1.920574 -1.715916 0.1 -0.1 0.1
H 0.954742 2.646094 -0.554058 -0.1 -0.1 0.0
H 1.400251 1.181412 -1.438987 -0.1 0.1 0.1
H -0.919459 1.134471 0.316350 0.1 0.0 0.1
H 1.165447 -0.831992 -0.220377 -0.1 0.0 0.0
H -0.352952 -2.380776 0.987767 0.0 0.1 0.0
H -1.455469 -1.035135 1.327394 0.2 0.0 0.0
H 0.493188 -0.051716 2.304121 0.1 -0.1 0.0
```
Forces are in eV/Å.

Computed properties:
SMILES: CN[C@H](C#N)CO
HOMO level: -10.1162 eV
gap between HOMO and LUMO: 0.4017 Ha

---

[6]
# C4H8N2O

An isolated molecule of C4H8N2O in a non-equilibrium geometry (wB97M-V/def2-TZVPD, the Open Molecules 2025 dataset).

```
15
Properties=species:S:1:pos:R:3:forces:R:3
C 0.423728 1.786519 -0.248480 3.5 -1.7 1.7
C 0.058329 0.427552 0.420316 -2.0 3.5 0.7
C 0.809270 -0.733295 -0.056498 -2.0 -0.9 -0.3
C -0.277653 -1.868740 0.030136 0.9 2.2 0.6
N -1.497703 -1.104114 -0.259668 -1.9 -4.8 -1.0
N -1.411996 0.072716 -0.029962 4.0 1.6 1.3
O -2.242582 0.938570 -0.078266 -1.6 1.1 -0.2
H 0.646156 1.557776 -1.283152 -0.1 0.5 -0.3
H 1.403733 2.175255 0.255671 -1.4 -0.9 -1.0
H -0.213833 2.583412 -0.076008 -1.8 1.1 0.0
H -0.090652 0.583100 1.558390 0.6 -0.6 -1.7
H 1.617212 -0.816020 0.561242 2.4 -0.9 1.4
H 1.116115 -0.651301 -1.093702 0.1 0.3 -0.1
H -0.010852 -2.577788 -0.712613 -0.5 -0.8 -0.7
H -0.329278 -2.373647 1.012598 -0.1 0.4 -0.4
```
Forces are in eV/Å.

Computed properties:
SMILES: C[C@@H]1CCN=[N+]1[O-]
HOMO level: -9.7470 eV
gap between HOMO and LUMO: 0.3936 Ha

---

[7]
# C4H8N2O

An isolated molecule of C4H8N2O in a non-equilibrium geometry (wB97M-V/def2-TZVPD, the Open Molecules 2025 dataset).

```
15
Properties=species:S:1:pos:R:3:forces:R:3
C -0.131692 1.911878 1.236410 1.1 1.7 0.2
N 0.957223 1.525838 0.703350 -0.3 -0.2 1.4
C 0.830316 0.824662 -0.477009 -1.6 -0.6 -1.1
O 1.234474 1.172898 -1.560671 0.1 -0.1 0.2
N -0.032369 -0.283984 -0.258465 0.3 0.3 -0.7
C -0.659705 -0.877801 -1.426480 0.6 -0.1 -0.2
C 0.282517 -1.228372 0.795519 0.0 0.1 0.2
H -1.064640 2.163923 0.716091 0.0 -0.9 -0.1
H -0.072811 2.299696 2.255148 0.0 0.0 0.0
H -0.038467 -1.680730 -1.842948 -0.1 -0.1 0.0
H -0.761781 -0.116031 -2.197338 -0.1 -0.1 0.1
H -1.638579 -1.285898 -1.152032 0.2 0.1 0.0
H -0.628723 -1.604513 1.257424 -0.1 -0.1 0.0
H 0.883841 -0.742692 1.561647 0.0 -0.1 0.0
H 0.840397 -2.078875 0.389354 0.0 0.0 0.0
```
Forces are in eV/Å.

Computed properties:
SMILES: C=NC(=O)N(C)C
HOMO level: -9.2222 eV
gap between HOMO and LUMO: 0.3553 Ha

---

[8]
# C4H8N2O

A cluster of 2 separate species, C4H8N2O in total (wB97M-V/def2-TZVPD, the Open Molecules 2025 dataset).

```
15
Properties=species:S:1:pos:R:3:forces:R:3
C 0.473499 1.577698 -1.183878 0.0 0.0 -0.1
C 0.531258 0.487268 -0.150329 -0.2 0.1 -0.1
N 0.573657 0.894371 1.294983 0.2 0.1 0.1
C -0.515470 -0.110204 1.603865 -0.2 -0.2 0.2
C -0.360699 -0.530667 0.167015 0.2 0.0 -0.2
N -0.205361 -1.604115 -0.596705 0.3 0.4 0.1
O -1.356062 -2.388959 -0.753727 -0.2 -0.3 -0.1
H 1.473443 1.956206 -1.420530 -0.2 -0.1 0.0
H -0.123209 2.415357 -0.802528 0.1 -0.1 0.0
H 0.030779 1.204742 -2.113985 0.1 0.0 0.1
H 0.766415 -0.751356 -1.115769 -0.1 -0.2 0.0
H 1.439414 0.604372 1.746772 -0.1 0.0 0.0
H -1.442903 0.402511 1.869200 0.1 -0.1 0.0
H -0.282389 -0.878570 2.348514 0.0 0.1 -0.1
H -1.002371 -3.278654 -0.892898 -0.1 0.1 0.0
```
Forces are in eV/Å.

Computed properties:
HOMO level: -8.0402 eV
gap between HOMO and LUMO: 0.3178 Ha

---

[9]
# C4H8N2O

A structure of composition C4H8N2O in a non-equilibrium geometry (wB97M-V/def2-TZVPD, the Open Molecules 2025 dataset).

```
15
Properties=species:S:1:pos:R:3:forces:R:3
C 0.497225 1.406424 -0.433827 0.0 1.1 -0.2
C 0.525835 -0.042798 -0.103530 -0.9 0.3 3.3
O 0.340384 0.108832 1.726647 0.4 0.2 -2.4
C -0.598878 -0.906293 -0.623291 -0.1 -0.6 0.3
N -1.673608 -0.674174 0.261041 -0.9 4.0 4.3
C 1.796185 -0.651842 -0.095104 1.5 -0.6 -0.4
N 2.816133 -1.174509 -0.173159 0.0 0.0 0.1
H 0.940927 2.008086 0.360619 0.1 -0.3 0.1
H -0.504386 1.812263 -0.593936 -0.1 -0.4 0.1
H 1.062809 1.639688 -1.335406 0.1 -0.3 -0.1
H -0.032207 -0.647661 2.225309 0.3 0.0 -1.0
H -0.391533 -1.969675 -0.491783 0.7 0.0 -0.6
H -0.816857 -0.691094 -1.671232 0.3 0.1 -0.1
H -2.600534 -0.429719 -0.038400 0.0 -0.2 -0.9
H -1.361498 0.212466 0.986053 -1.3 -3.3 -2.5
```
Forces are in eV/Å.

Computed properties:
HOMO level: -9.5280 eV
gap between HOMO and LUMO: 0.3506 Ha

---

[10]
# C4H8N2O

A cluster of 2 separate species, C4H8N2O in total (wB97M-V/def2-TZVPD, the Open Molecules 2025 dataset).

```
15
Properties=species:S:1:pos:R:3:forces:R:3
C -0.887870 0.728249 0.903555 0.0 0.0 0.1
C 1.551823 -0.472363 -0.882550 0.0 -0.4 0.1
C 2.340025 -0.504402 0.465961 0.3 0.1 0.2
N 1.401440 -1.436479 -0.044615 -0.2 -0.1 -0.3
C -0.932533 1.105031 -0.565362 -0.1 0.1 0.0
O -0.418095 2.120695 -0.985685 -0.1 -0.2 0.1
N -1.596805 0.229004 -1.377836 0.0 0.1 -0.2
H -0.801669 -0.349600 1.058836 -0.1 0.1 -0.1
H -0.024674 1.226270 1.348859 -0.2 0.0 0.0
H -1.794976 1.079121 1.402571 0.1 0.0 0.0
H 3.391877 -0.767602 0.434885 0.0 0.0 0.0
H 2.026505 0.128280 1.288497 0.0 0.0 -0.1
H 0.926260 -2.318413 0.106167 0.1 0.2 -0.1
H -2.244526 -0.445923 -1.018107 0.1 -0.1 0.1
H -1.656945 0.457662 -2.357624 0.0 0.1 0.1
```
Forces are in eV/Å.

Computed properties:
HOMO level: -9.1647 eV
gap between HOMO and LUMO: 0.3647 Ha

---

[11]
# C4H8N2O

An isolated molecule of C4H8N2O in a non-equilibrium geometry (wB97M-V/def2-TZVPD, the Open Molecules 2025 dataset).

```
15
Properties=species:S:1:pos:R:3:forces:R:3
C 2.406214 -0.181977 -0.018812 0.1 -0.6 2.1
N 1.060744 -0.906760 0.189513 -0.6 -1.6 -1.6
C -0.172931 -0.500188 -0.152134 10.1 -5.7 1.3
C -0.467487 0.796138 0.075039 -2.6 3.6 -2.9
C -1.963464 0.506431 -0.128305 -3.1 6.2 5.0
O -2.241428 -0.801663 0.301548 -1.9 1.5 -0.6
N -1.196723 -1.420042 -0.312877 2.7 -1.7 -0.5
H 2.142275 0.532141 -0.756096 0.7 0.5 -1.5
H 3.316429 -1.021975 -0.319830 -2.9 2.7 0.9
H 2.822154 0.604868 0.869582 -1.2 -2.6 -1.8
H -0.057076 1.393384 -0.783113 -0.3 0.0 1.0
H -0.010095 1.005648 1.014708 -0.5 1.0 0.7
H -2.327751 1.033315 -1.033582 -0.1 -1.7 -0.1
H -2.444226 1.114305 0.753948 0.1 -0.8 -1.9
H -0.866642 -2.153622 0.300407 -0.3 -0.9 -0.2
```
Forces are in eV/Å.

Computed properties:
SMILES: C/N=C1\CCON1
HOMO level: -8.5700 eV
gap between HOMO and LUMO: 0.3472 Ha

---

[12]
# C4H8N2O

An isolated molecule of C4H8N2O in a non-equilibrium geometry (wB97M-V/def2-TZVPD, the Open Molecules 2025 dataset).

```
15
Properties=species:S:1:pos:R:3:forces:R:3
C 0.692616 1.238552 -0.892533 0.0 0.1 0.6
C 0.510198 -0.075891 -0.136300 -0.1 0.2 1.5
O 0.393171 -0.107579 1.615646 -1.8 0.1 -1.0
C 1.674618 -0.919075 0.019322 1.0 -0.5 1.2
N 2.409734 -1.400892 0.772068 0.6 -0.5 -1.7
C -0.816641 -0.791772 -0.454853 0.2 0.0 0.2
N -1.810151 0.016804 0.224436 -0.3 -0.1 0.1
H 1.577789 1.758692 -0.531109 -0.1 0.1 0.0
H -0.206404 1.838469 -0.750165 0.1 0.0 0.1
H 0.813155 1.109943 -1.986294 0.0 -0.5 0.6
H 0.764851 0.364248 2.400217 0.3 0.5 -1.9
H -0.735222 -1.838574 -0.124928 -0.1 0.2 0.1
H -1.055706 -0.815593 -1.534911 0.6 0.2 0.3
H -1.489024 0.038072 1.191495 -0.3 0.1 0.0
H -2.722986 -0.415398 0.187905 0.0 0.0 -0.1
```
Forces are in eV/Å.

Computed properties:
SMILES: C[C@](O)(C#N)CN
HOMO level: -9.6635 eV
gap between HOMO and LUMO: 0.3671 Ha

---

The E results, record by record, are as follows: -265.8217 -341.8418 -341.7557 -341.8919 -341.9381 -341.8542 -341.9260 -341.7272 -341.8607 -341.8532 -341.7384 -341.8540 Ha.